Run a
C3H4NO3 | the ωB97M-V functional and the def2-TZVPD basis

Each line ends with the Mulliken charge.
Cartesian coordinates (Å):
O (1.385, -1.551, 1.614)  -0.561
C (1.031, -0.850, 0.672)  0.012
C (-0.426, -0.399, 0.714)  -0.478
N (-0.985, 0.338, -0.398)  -0.297
C (-0.104, 1.279, -1.159)  0.553
O (-0.541, 1.471, -2.313)  -0.752
O (0.978, 1.531, -0.593)  -0.711
H (1.719, -0.719, -0.153)  0.407
H (-1.046, -1.219, 1.058)  0.401
H (-0.425, 0.277, 1.590)  0.183
H (-1.588, -0.158, -1.033)  0.242

Summary:
- SMILES = O=CCNC(=O)[O-]
- LUMO level (eV) = 4.01
- HOMO (eV) = -4.448
- charge = -1
- orbital gap (eV) = 8.46

***

Run b
C3H4NO3 | the ωB97M-V functional and the def2-TZVPD basis

Each line ends with the Mulliken charge.
Cartesian coordinates (Å):
C (-0.624, 0.151, -0.951)  -0.768
C (-0.015, -1.035, -0.727)  0.356
C (-0.811, 0.866, 0.344)  -0.114
N (0.433, -0.937, 1.011)  -0.079
O (1.697, -0.093, 0.908)  -0.518
O (-0.508, -0.005, 1.393)  -0.286
O (0.435, -2.028, -1.275)  -0.710
H (-1.050, 0.455, -1.866)  0.457
H (0.011, 1.734, 0.320)  0.125
H (-1.855, 1.375, 0.566)  0.242
H (2.285, -0.482, 0.277)  0.293

Summary:
- SMILES = [O-]C1=CCON1O
- LUMO level (eV) = 4.32
- HOMO (eV) = -2.897
- charge = -1
- orbital gap (eV) = 7.22

***

Best to worst by energy: run a, run b.

***

Run a
C18H27N3O3S | the ωB97M-V functional and the def2-TZVPD basis

Each line ends with the Mulliken charge.
Cartesian coordinates (Å):
C (-6.600, -1.030, -0.498)  -0.711
H (-6.550, -1.986, 0.027)  0.312
H (-6.669, -1.221, -1.571)  0.314
H (-7.451, -0.448, -0.156)  0.236
O (-5.445, -0.250, -0.210)  -0.298
C (-4.275, -0.780, -0.542)  0.286
O (-4.137, -1.860, -1.063)  -0.623
C (-3.112, 0.148, -0.223)  -0.036
N (-1.878, -0.602, -0.318)  0.072
C (-1.163, -0.868, 0.829)  0.777
O (-1.363, -0.248, 1.862)  -0.817
N (-0.214, -1.843, 0.749)  0.047
C (0.331, -2.428, -0.454)  -1.205
H (-0.350, -2.330, -1.298)  0.416
C (1.675, -1.773, -0.790)  -0.304
N (2.582, -1.971, 0.322)  0.054
C (2.051, -1.353, 1.523)  -0.344
C (0.703, -1.993, 1.861)  -1.347
H (0.261, -1.513, 2.734)  0.467
H (0.841, -3.061, 2.053)  0.411
H (2.750, -1.526, 2.344)  0.442
H (1.907, -0.265, 1.403)  0.319
C (3.964, -1.609, 0.030)  -1.776
C (4.175, -0.147, -0.281)  0.911
C (4.066, 0.322, -1.585)  -0.217
C (4.193, 1.672, -1.863)  -0.710
C (4.430, 2.573, -0.839)  -0.435
C (4.548, 2.116, 0.462)  -0.742
C (4.422, 0.766, 0.738)  -0.187
H (4.524, 0.415, 1.755)  0.378
H (4.741, 2.812, 1.265)  0.390
H (4.528, 3.626, -1.056)  0.398
H (4.108, 2.020, -2.882)  0.392
H (3.889, -0.377, -2.390)  0.371
H (4.282, -2.221, -0.819)  0.522
H (4.559, -1.895, 0.902)  0.526
H (2.099, -2.249, -1.677)  0.460
H (1.506, -0.702, -1.009)  0.260
H (0.497, -3.493, -0.260)  0.375
H (-1.942, -1.340, -1.006)  0.322
C (-3.116, 1.321, -1.217)  -1.065
C (-2.118, 2.400, -0.822)  -0.565
H (-1.982, 3.102, -1.645)  0.419
H (-1.158, 1.966, -0.552)  0.169
S (-2.705, 3.378, 0.611)  -0.155
C (-1.471, 2.934, 1.867)  -0.520
H (-0.500, 3.317, 1.566)  0.256
H (-1.788, 3.414, 2.787)  0.374
H (-1.445, 1.856, 1.999)  0.069
H (-2.864, 0.939, -2.210)  0.386
H (-4.117, 1.752, -1.251)  0.388
H (-3.219, 0.531, 0.798)  0.540

Summary:
- SMILES = COC(=O)[C@H](CCSC)NC(=O)N1CCN(Cc2ccccc2)CC1
- LUMO level (eV) = 0.70
- HOMO (eV) = -8.207
- orbital gap (eV) = 8.91

***

Run b
C18H27N3O3S | the ωB97M-V functional and the def2-TZVPD basis

Each line ends with the Mulliken charge.
Cartesian coordinates (Å):
O (1.629, 0.522, -3.216)  -0.664
C (1.776, -0.579, -2.736)  0.569
N (1.771, -0.883, -1.411)  -0.110
C (1.593, -0.056, -0.311)  0.927
C (1.494, 1.332, -0.425)  -0.658
C (1.332, 2.102, 0.710)  -0.527
C (1.262, 1.496, 1.951)  -0.436
C (1.356, 0.123, 2.079)  -0.405
C (1.523, -0.654, 0.950)  -0.702
H (1.602, -1.729, 1.035)  0.382
H (1.298, -0.310, 3.065)  0.497
S (1.058, 2.525, 3.396)  1.407
O (0.872, 1.682, 4.548)  -0.730
O (2.107, 3.501, 3.440)  -0.761
N (-0.360, 3.328, 2.993)  0.226
C (-1.526, 2.479, 3.093)  -0.637
C (-2.707, 3.155, 2.402)  -0.743
C (-2.960, 4.525, 3.027)  -0.719
C (-1.684, 5.360, 2.963)  -0.626
C (-0.544, 4.610, 3.645)  -0.747
H (0.402, 5.145, 3.558)  0.429
H (-0.773, 4.472, 4.713)  0.332
H (-1.417, 5.539, 1.920)  0.297
H (-1.830, 6.323, 3.455)  0.342
H (-3.771, 5.033, 2.502)  0.330
H (-3.259, 4.399, 4.070)  0.328
H (-2.472, 3.276, 1.344)  0.296
H (-3.591, 2.523, 2.492)  0.352
H (-1.280, 1.530, 2.609)  0.428
H (-1.765, 2.274, 4.148)  0.299
H (1.261, 3.176, 0.652)  0.437
H (1.547, 1.786, -1.401)  0.521
H (1.867, -1.881, -1.233)  0.140
C (2.028, -1.822, -3.593)  -0.748
N (1.661, -3.033, -2.881)  -0.470
H (2.146, -3.836, -3.266)  0.275
C (0.227, -3.305, -2.857)  0.256
C (-0.322, -3.938, -4.156)  -0.977
C (-0.511, -5.418, -3.830)  -0.630
C (-0.978, -5.387, -2.378)  -0.679
H (-2.021, -5.070, -2.335)  0.298
H (-0.891, -6.354, -1.885)  0.374
C (-0.080, -4.326, -1.741)  -0.880
H (0.858, -4.778, -1.415)  0.349
H (-0.547, -3.856, -0.877)  0.309
H (0.441, -5.948, -3.902)  0.271
H (-1.225, -5.903, -4.493)  0.390
H (-1.283, -3.490, -4.409)  0.302
H (0.354, -3.780, -4.998)  0.353
H (-0.270, -2.351, -2.660)  0.358
H (1.504, -1.683, -4.550)  0.311
H (3.101, -1.845, -3.803)  0.466

Summary:
- SMILES = O=C(CNC1CCCC1)Nc1ccc(S(=O)(=O)N2CCCCC2)cc1
- LUMO level (eV) = 0.61
- HOMO (eV) = -8.795
- orbital gap (eV) = 9.40

***

Best to worst by energy: run a, run b.

***

Run a
HNO2S | the ωB97M-V functional and the def2-TZVPD basis

Each line ends with the Mulliken charge.
Cartesian coordinates (Å):
N (0.829, -0.241, 0.425)  -0.235
O (-1.767, -0.623, 0.301)  -0.434
O (0.044, 1.116, 0.134)  -0.259
S (-0.639, -0.224, -0.465)  0.617
H (1.533, -0.027, -0.395)  0.312

Summary:
- LUMO level (eV) = 0.13
- HOMO (eV) = -11.186
- orbital gap (eV) = 11.32

***

Run b
HNO2S | the ωB97M-V functional and the def2-TZVPD basis

Each line ends with the Mulliken charge.
Cartesian coordinates (Å):
N (0.743, 0.141, 0.106)  0.128
O (0.915, 1.332, 0.122)  -0.418
O (-2.190, -0.112, -0.298)  -0.401
S (-0.870, -0.692, 0.023)  0.397
H (1.401, -0.670, 0.047)  0.294

Summary:
- LUMO level (spin up / spin down) (eV) = -1.19 / -0.36
- HOMO (spin up / spin down) (eV) = -9.418 / -9.416
- orbital gap (spin up / spin down) (eV) = 8.22 / 9.05

***

Best to worst by energy: run a, run b.

***

Run a
C2H2FP | the ωB97M-V functional and the def2-TZVPD basis

Each line ends with the Mulliken charge.
Cartesian coordinates (Å):
C (-0.818, -2.005, -0.266)  0.000
C (-1.993, 0.044, 0.901)  -0.282
F (-0.689, -2.955, 0.598)  -0.086
P (-0.536, -0.362, 0.251)  0.164
H (-0.203, 0.262, -1.089)  0.122
H (0.510, -0.122, 1.057)  0.081

Summary:
- LUMO level (spin up / spin down) (eV) = -1.44 / -1.88
- HOMO (spin up / spin down) (eV) = -8.894 / -9.142
- orbital gap (spin up / spin down) (eV) = 7.45 / 7.26

***

Run b
C2H2FP | the ωB97M-V functional and the def2-TZVPD basis

Each line ends with the Mulliken charge.
Cartesian coordinates (Å):
C (-1.664, -0.113, 0.206)  0.140
C (-0.302, 0.275, 0.336)  0.004
F (-2.843, 0.366, 0.036)  -0.151
P (1.169, -0.616, 0.142)  -0.063
H (1.920, 0.443, 0.445)  0.030
H (1.720, -0.355, -1.164)  0.040

Summary:
- SMILES = FC#CP
- LUMO level (spin up / spin down) (eV) = -0.64 / -0.64
- HOMO (spin up / spin down) (eV) = -9.159 / -9.163
- orbital gap (spin up / spin down) (eV) = 8.52 / 8.52

***

Best to worst by energy: run b, run a.